(1)
C12H41N3O7 | ωB97M-V/def2-TZVPD

Geometry as ORCA input:
```
! RIJCOSX wB97M-V def2-TZVPD def2/J DEFGRID3
* xyz 0 1
O 1.224 -3.411 1.366
H 1.562 -3.826 2.163
H 1.696 -3.826 0.630
O -0.554 -1.520 0.242
H -0.102 -0.668 0.292
H 0.057 -2.166 0.626
O -3.062 -2.612 1.536
H -3.285 -1.982 2.227
H -2.110 -2.509 1.408
O -2.429 -0.971 -1.909
H -1.849 -1.213 -1.172
H -3.242 -1.454 -1.737
C 2.466 0.214 2.498
C 3.130 -0.227 1.203
C 2.750 0.674 0.048
O 1.425 0.398 -0.338
C 0.945 1.274 -1.339
N 4.602 -0.139 1.384
H 1.405 0.427 2.354
H 2.980 1.092 2.889
H 2.519 -0.569 3.258
H 2.868 -1.272 1.008
H 3.437 0.500 -0.796
H 2.905 1.723 0.334
H 0.016 0.866 -1.735
H 1.637 1.303 -2.191
H 0.805 2.303 -0.993
H 5.052 -0.359 0.498
H 4.901 -0.890 1.998
C 1.116 -3.634 -3.155
C 2.241 -2.838 -2.543
C 2.268 -1.404 -3.078
O 2.713 -1.386 -4.411
C 2.637 -0.107 -4.991
N 2.165 -2.851 -1.077
H 1.030 -4.631 -2.734
H 1.309 -3.735 -4.227
H 0.173 -3.088 -3.071
H 3.201 -3.247 -2.877
H 2.931 -0.788 -2.452
H 1.249 -0.988 -3.002
H 2.728 -0.228 -6.067
H 3.491 0.519 -4.676
H 1.729 0.427 -4.698
H 3.028 -2.478 -0.693
H 1.441 -2.199 -0.775
C -5.616 3.053 3.311
C -4.243 3.637 3.069
C -3.581 3.154 1.802
O -3.494 1.741 1.823
C -2.607 1.259 0.844
N -4.334 5.111 2.962
H -5.948 3.294 4.320
H -5.556 1.967 3.202
H -6.354 3.374 2.576
H -3.599 3.410 3.929
H -2.567 3.571 1.737
H -4.196 3.460 0.945
H -2.785 0.205 0.654
H -1.556 1.425 1.130
H -2.745 1.822 -0.090
H -4.572 5.495 3.869
H -3.446 5.519 2.692
*
```

Summary:
electronic energy: -1172.70724 Eh
energy relative to the best compared isomer or geometry (same formula, charge and spin): 0.1519 eV
structure (SMILES): COC[C@H](C)N.COC[C@H](C)N.COC[C@H](C)N.O.O.O.O
HOMO: -9.30 eV
max |F|: 0.0222 Eh/bohr
gap between HOMO and LUMO: 9.61 eV
lowest unoccupied orbital energy: 0.32 eV

***

(2)
C33H31N5O | ωB97M-V/def2-TZVPD

Geometry as ORCA input:
```
! RIJCOSX wB97M-V def2-TZVPD def2/J DEFGRID3
* xyz 0 1
C -2.161 3.763 0.287
C -1.786 3.633 1.767
C -0.539 4.357 1.968
N 0.455 4.943 2.099
C -1.504 2.102 1.973
C -2.483 1.161 1.560
C -2.361 -0.198 1.899
C -1.213 -0.644 2.575
C -1.094 -2.015 2.961
N -0.957 -3.145 3.268
C -0.171 0.245 2.815
C -0.259 1.583 2.394
H -3.114 3.276 0.003
H -2.172 4.796 -0.032
H -1.342 3.213 -0.242
H -3.339 1.480 0.918
H -3.166 -0.897 1.636
H 0.715 -0.105 3.332
H 0.656 2.212 2.399
C -6.465 10.475 1.676
N -5.840 9.286 1.163
C -5.846 8.995 -0.172
O -6.437 9.618 -1.053
C -5.007 7.721 -0.357
C -3.846 7.958 -1.335
C -4.308 8.212 -2.761
C -3.925 9.354 -3.451
C -4.442 9.646 -4.715
C -5.350 8.737 -5.315
C -5.683 7.562 -4.654
C -5.165 7.274 -3.387
N -4.572 7.399 1.005
C -3.839 6.267 1.256
C -3.162 6.012 2.403
C -2.623 4.730 2.878
C -2.046 4.778 4.267
C -1.286 3.705 4.704
C -0.882 3.575 6.016
C -1.238 4.541 6.964
C -0.791 4.420 8.328
N -0.396 4.250 9.407
C -2.040 5.615 6.560
C -2.444 5.728 5.229
C -4.988 8.446 1.998
C -3.776 9.251 2.470
C -5.814 7.890 3.153
H -7.009 10.988 0.869
H -7.174 10.227 2.468
H -5.727 11.167 2.091
H -5.664 6.913 -0.747
H -3.266 8.836 -0.993
H -3.178 7.083 -1.300
H -3.222 10.050 -2.967
H -4.164 10.557 -5.224
H -5.773 8.969 -6.293
H -6.376 6.840 -5.118
H -5.419 6.354 -2.862
H -3.943 5.490 0.466
H -3.194 6.733 3.202
H -3.187 3.778 2.626
H -1.011 2.862 4.055
H -0.253 2.725 6.345
H -2.353 6.383 7.279
H -3.131 6.537 5.002
H -3.312 9.766 1.614
H -4.099 10.009 3.193
H -3.034 8.608 2.942
H -6.762 7.496 2.763
H -5.275 7.101 3.678
H -6.051 8.696 3.855
*
```

Summary:
electronic energy: -1624.99692 Eh
energy relative to the best compared isomer or geometry (same formula, charge and spin): 1.5016 eV
structure (SMILES): CN1C(=O)[C@@H](Cc2ccccc2)N(/C=C/[C@H](c2ccc(C#N)cc2)[C@@](C)(C#N)c2ccc(C#N)cc2)C1(C)C
HOMO: -8.06 eV
max |F|: 0.0780 Eh/bohr
gap between HOMO and LUMO: 7.51 eV
lowest unoccupied orbital energy: -0.55 eV

***

(3)
C21H14BrFN2O4 | ωB97M-V/def2-TZVPD

Geometry as ORCA input:
```
! RIJCOSX wB97M-V def2-TZVPD def2/J DEFGRID3
* xyz 0 1
O 1.822 3.544 0.537
O 3.550 1.581 -0.819
O 3.032 -0.825 0.390
F 1.169 -6.161 -2.205
Br -3.861 -2.982 0.843
N -2.263 2.352 -0.116
O -3.264 3.323 0.226
C 1.472 2.462 0.073
C 2.346 1.520 -0.591
C 2.215 -0.964 -0.543
C -1.029 2.735 0.164
C -1.225 4.035 0.817
C -2.546 4.330 0.755
C -0.533 -1.257 2.648
C 2.725 -4.697 -1.027
C 0.858 -3.958 -2.383
C -1.744 -1.894 2.373
C 2.946 -3.396 -0.690
C 1.121 -2.672 -1.931
C -0.016 -0.398 1.673
C -1.715 -0.944 0.105
C 1.638 -4.978 -1.997
C -2.306 -1.807 1.144
C 2.132 -2.309 -1.146
C -0.553 -0.221 0.428
N 0.140 2.047 -0.042
C -2.939 5.809 0.912
C 1.518 0.318 -1.097
C 0.099 0.715 -0.604
H -0.354 4.643 0.956
H -0.211 -1.456 3.682
H 3.297 -5.548 -0.745
H -0.017 -4.176 -2.900
H -2.283 -2.475 3.132
H 3.736 -3.320 -0.047
H 0.435 -1.881 -2.347
H 0.990 0.007 1.964
H -2.239 -0.766 -0.775
H -2.110 6.422 1.302
H -3.790 5.896 1.656
H -3.229 6.365 -0.061
H 1.564 0.350 -2.191
H -0.576 0.631 -1.523
*
```

Summary:
electronic energy: -3892.85828 Eh
structure (SMILES): Cc1cc(N2C(=O)C(=O)[C@@H](C(=O)c3ccc(F)cc3)[C@H]2c2cccc(Br)c2)no1
HOMO: -9.33 eV
max |F|: 0.1052 Eh/bohr
gap between HOMO and LUMO: 8.17 eV
lowest unoccupied orbital energy: -1.16 eV

***

(4)
C4H8CoO3 | ωB97M-V/def2-TZVPD

Geometry as ORCA input:
```
! RIJCOSX wB97M-V def2-TZVPD def2/J DEFGRID3
* xyz 2 4
C 1.339 -2.333 -0.775
C 0.774 -0.962 -1.044
O 0.799 -0.256 0.233
H 1.214 -2.960 -1.666
H 2.403 -2.285 -0.511
H 0.784 -2.794 0.051
H -0.253 -1.002 -1.426
H 1.397 -0.371 -1.725
Co 0.355 -0.335 2.266
O -0.371 0.477 0.375
O -1.246 1.044 2.003
C -1.576 2.119 1.364
C -1.269 2.064 -0.021
H -0.582 2.833 -0.388
H -1.677 3.066 1.908
H -2.092 1.697 -0.644
*
```

Summary:
electronic energy: -1764.66583 Eh
energy relative to the best compared isomer or geometry (same formula, charge and spin): 1.8388 eV
HOMO (spin up / spin down): -19.02 / -18.72 eV
max |F|: 0.1316 Eh/bohr
gap between HOMO and LUMO (spin up / spin down): 8.41 / 6.84 eV
lowest unoccupied orbital energy (spin up / spin down): -10.61 / -11.88 eV